{
  "formula": "H21O10",
  "method": "ωB97M-V/def2-TZVPD",
  "e_lumo_ha": [0.00866, 0.00472],
  "e_above_lowest_kcal_mol": 84.9,
  "homo_lumo_gap_ev": [2.8635, 10.4802],
  "s_squared": 0.751,
  "spin_multiplicity": 2,
  "energy_ha": -764.69602,
  "elements": ["O", "H", "H", "O", "H", "H", "O", "H", "H", "O", "H", "H", "O", "H", "H", "O", "H", "H", "O", "H", "H", "O", "H", "H", "O", "H", "O", "H", "H", "H", "H"],
  "xyz": [[-0.812550, 2.980942, 1.965504], [0.020248, -1.985869, 3.958277], [2.724580, -0.057498, 0.449125], [0.349180, -0.053141, -1.217720], [-0.863547, -0.395185, 3.285044], [0.645451, -0.416743, -0.408957], [1.865351, -0.272023, 0.679246], [-1.232912, 1.105862, -3.422830], [2.106676, -0.384031, -3.686163], [-0.970821, -2.766828, 1.369390], [-0.211180, -2.874561, 0.914651], [-1.750284, 3.218858, 1.855289], [0.826570, -1.572402, 3.640224], [0.946112, 0.339176, -1.954569], [-1.365899, -3.472620, 1.829543], [-0.698439, 2.724965, -0.646230], [-0.222185, 3.086862, 0.079638], [0.086265, -0.858112, -2.002237], [-1.346642, 0.497968, 2.998457], [2.575714, 0.913125, -3.663505], [-1.874596, 0.650755, 3.676645], [2.151061, 0.314861, -3.196473], [0.915087, -1.722756, 2.717551], [-0.704879, 1.897371, 1.786192], [-0.766036, -2.088157, -1.940534], [-1.689082, 2.945486, -0.653806], [-0.495807, 0.369601, -3.402614], [0.030118, 0.655156, -4.088194], [-1.440119, -2.089189, -2.668460], [1.539846, 0.645169, 1.131001], [-1.050350, -2.287548, -1.128229]],
  "forces_ev_per_angstrom": [[0.6, -3.2, -0.4], [0.1, -0.5, -0.3], [3.2, 0.5, -1.0], [-1.8, -0.1, -6.0], [-1.1, 2.9, -1.2], [2.1, -0.7, 1.6], [-3.7, 2.3, 3.3], [1.8, -2.1, 0.5], [-0.5, -7.1, -4.5], [-3.9, 3.3, 1.5], [4.0, -1.6, -2.0], [0.5, -0.6, 0.0], [0.0, 0.7, 1.7], [0.3, 0.4, 2.0], [0.0, -1.8, 0.4], [-2.4, -0.6, -2.6], [-0.3, 0.8, 1.3], [-0.9, 0.8, 3.1], [5.2, -4.5, -3.8], [3.3, 5.0, -3.3], [-3.9, 1.5, 4.9], [-2.4, 2.1, 7.8], [-0.1, -0.4, -1.4], [-1.2, 4.2, 1.1], [1.8, 0.9, -6.9], [2.7, -0.2, 0.6], [-4.6, 1.5, 1.2], [2.2, 0.8, -2.6], [0.4, -0.2, 1.3], [0.9, -2.9, -1.2], [-2.5, -1.3, 5.0]],
  "lowdin_charge": [-0.18, 0.03, 0.00, -0.01, 0.08, 0.00, -0.12, 0.13, -0.05, -0.02, -0.05, 0.03, -0.06, 0.09, 0.02, -0.13, -0.03, 0.14, -0.06, -0.01, -0.05, 0.05, -0.03, 0.10, -0.03, 0.07, -0.10, -0.03, 0.10, 0.14, -0.04]
}

***

{
  "formula": "H21O10",
  "method": "ωB97M-V/def2-TZVPD",
  "e_lumo_ha": -0.12360,
  "e_above_lowest_kcal_mol": 130.7,
  "homo_lumo_gap_ev": 10.7090,
  "energy_ha": -764.57553,
  "charge": 1,
  "elements": ["O", "H", "H", "O", "H", "H", "O", "H", "H", "O", "H", "H", "O", "H", "H", "O", "H", "H", "O", "H", "H", "O", "H", "H", "O", "H", "O", "H", "H", "H", "H"],
  "xyz": [[-1.064977, -3.602435, -1.311733], [-0.540431, -4.225184, -1.566162], [-0.808541, 2.333680, -3.035018], [-2.849635, -1.222889, 0.400645], [-2.146106, -1.805613, 0.671030], [-2.910545, -1.153532, -0.506508], [-0.279671, -1.305373, 0.072582], [-1.088534, 0.970673, -2.259631], [-0.072596, -1.797404, -0.881162], [-0.540813, 2.306840, 2.307540], [-0.218947, 1.691493, 2.860858], [-0.847477, 3.047963, 2.779495], [-1.974260, 1.029314, 1.054754], [0.181396, -0.739875, 3.804816], [-2.843163, -0.366722, 1.065234], [1.374717, 2.673060, -1.884914], [0.977855, 3.248911, -2.517805], [-1.086209, 0.845893, 0.797089], [2.605730, -0.683375, 0.728874], [1.935420, 3.129956, -1.366800], [2.588035, 0.203770, 1.040991], [3.467820, -0.549060, -1.795225], [4.326556, -0.410322, -1.447419], [2.456522, -0.387134, -0.107013], [-1.033750, 1.438141, -3.098624], [-1.803297, -3.894183, -0.842628], [0.137554, -0.263930, 2.972397], [1.018199, -0.474225, 2.338221], [3.159939, -1.575990, -1.677232], [0.088004, -0.355284, -0.198076], [-2.208793, 1.892835, 1.601426]],
  "forces_ev_per_angstrom": [[-3.2, 7.5, 1.2], [4.7, -6.4, -2.3], [0.4, 1.6, 0.9], [-1.8, 0.0, 5.0], [1.3, -0.4, 0.0], [-0.1, 0.9, -3.3], [2.1, 1.5, -4.9], [0.3, 0.9, 0.0], [-1.0, 1.3, 3.7], [-0.6, 3.6, -3.4], [1.8, -3.7, 3.4], [-0.1, 1.5, 1.2], [-5.0, 0.4, 0.5], [0.6, -0.3, -0.1], [1.0, 0.2, -2.1], [-2.8, -3.4, -1.9], [0.0, 0.8, -0.5], [0.9, 0.9, 0.7], [-0.1, -1.1, 3.7], [2.9, 2.7, 2.5], [0.6, 1.3, 1.9], [-3.2, -3.5, -0.6], [1.4, -0.4, 0.6], [-0.4, 0.1, -5.1], [-0.9, -2.6, -0.9], [-1.5, -1.3, 0.9], [3.0, -0.2, -2.9], [-3.4, 0.2, 2.9], [1.9, 3.9, -0.4], [-0.9, -2.9, 1.1], [2.1, -2.9, -1.9]],
  "lowdin_charge": [0.07, -0.04, -0.01, 0.25, 0.11, 0.11, -0.16, 0.02, 0.14, 0.00, -0.04, 0.05, -0.09, 0.05, 0.20, 0.01, 0.03, 0.01, -0.01, -0.02, 0.04, -0.09, 0.02, -0.07, -0.02, 0.03, -0.12, 0.13, 0.15, 0.10, 0.16]
}

***

{
  "formula": "H21O14S",
  "method": "ωB97M-V/def2-TZVPD",
  "e_lumo_ha": 0.05869,
  "e_above_lowest_kcal_mol": 0.7,
  "homo_lumo_gap_ev": 5.9961,
  "energy_ha": -1464.12257,
  "charge": -1,
  "elements": ["O", "H", "H", "H", "S", "O", "O", "O", "O", "O", "H", "H", "O", "H", "H", "O", "H", "H", "O", "H", "H", "O", "H", "H", "O", "H", "H", "O", "H", "H", "O", "H", "H", "O", "H", "H"],
  "xyz": [[-0.370913, 0.009249, -0.409967], [-0.037199, 0.248087, 0.541240], [0.371628, 0.484148, -1.061478], [-0.293609, -0.910338, -0.624487], [0.047398, -0.746498, 3.103222], [-0.895249, -1.723300, 2.635601], [1.084921, -1.372673, 3.885913], [0.743460, -0.189008, 1.910535], [-0.689871, 0.262835, 3.846310], [-1.453557, -0.739564, -3.368658], [-0.871396, -0.333786, -4.058239], [-2.261588, -0.887005, -3.711056], [0.503516, -2.654405, -0.723396], [0.501515, -3.220809, -0.021518], [0.226539, -3.110918, -1.413099], [2.099045, 1.885654, 0.928306], [3.012470, 2.007608, 0.966460], [1.633544, 1.084052, 1.365260], [-2.968356, 1.678280, -2.146928], [-2.192215, 1.102689, -2.417035], [-2.417763, 2.064431, -1.500391], [-2.536296, -2.020393, 0.508202], [-1.813652, -1.898731, 1.212788], [-3.151247, -2.567849, 0.902477], [0.373614, 2.767098, -1.209409], [0.922536, 2.551089, -0.547304], [-0.032332, 3.500809, -0.849476], [1.908261, 0.070340, -1.938266], [2.217280, 0.655799, -2.596402], [2.138924, -0.878805, -2.398877], [-0.948979, 2.396099, 2.108553], [-1.778872, 2.461417, 1.953157], [-0.912037, 1.755770, 2.801472], [2.736598, -1.547810, 0.993136], [2.042497, -1.067706, 1.162100], [3.061386, -1.115857, 0.171254]],
  "forces_ev_per_angstrom": [[2.0, 4.2, -2.2], [0.0, -1.3, 0.9], [-2.2, -1.6, 1.8], [0.2, -2.1, 0.3], [0.7, -0.8, 2.7], [-1.9, -2.1, -1.8], [0.7, -0.2, 0.7], [0.1, 2.3, -2.9], [-0.1, 1.7, 0.1], [5.5, 1.4, 1.2], [-1.1, -0.6, 0.8], [-4.3, -0.7, -2.0], [2.0, 5.6, 1.4], [0.1, -2.0, 3.4], [-2.2, -3.2, -5.0], [-3.5, -0.3, -0.7], [1.9, -0.6, 0.6], [1.4, 0.9, 0.3], [1.4, -1.7, -1.5], [-1.7, 0.0, -0.4], [0.3, 1.6, 2.0], [2.9, 1.7, -0.9], [-0.9, 0.0, -0.3], [-1.9, -1.7, 1.3], [-1.9, -0.9, -5.0], [3.9, -1.8, 4.3], [-1.8, 2.5, 0.9], [0.5, -4.7, -1.0], [0.5, 1.5, -1.0], [-1.1, 3.3, 2.1], [8.1, 0.6, 0.2], [-8.7, 0.9, -1.8], [0.6, -1.6, 1.5], [7.3, -3.8, -3.3], [-6.6, 4.1, 2.5], [-0.1, -0.6, 0.8]],
  "lowdin_charge": [0.15, 0.10, 0.16, 0.05, 0.23, -0.36, -0.35, -0.43, -0.36, -0.01, 0.08, -0.02, 0.07, 0.03, -0.02, -0.07, 0.00, 0.04, -0.07, 0.03, -0.02, -0.09, 0.01, -0.03, 0.02, -0.08, 0.02, -0.07, 0.02, 0.16, 0.02, -0.08, -0.02, -0.01, -0.14, 0.04]
}

***

{
  "formula": "H22KrO11",
  "method": "ωB97M-V/def2-TZVPD",
  "e_lumo_ha": -0.01265,
  "e_above_lowest_kcal_mol": 11.6,
  "homo_lumo_gap_ev": 9.9990,
  "energy_ha": -3594.44791,
  "elements": ["Kr", "O", "H", "H", "O", "H", "H", "O", "H", "H", "O", "H", "H", "O", "H", "H", "O", "H", "H", "O", "H", "H", "O", "H", "H", "O", "H", "H", "O", "H", "H", "O", "H", "H"],
  "xyz": [[-19.261288, -18.940557, -1.347254], [-16.209114, -20.489836, 0.108332], [-16.495200, -19.769731, -0.453663], [-15.268075, -20.351309, 0.215540], [-19.883421, -17.664188, -5.259770], [-20.529580, -17.399253, -5.914384], [-19.915498, -18.620833, -5.264345], [-19.131716, -19.461334, 1.947924], [-18.672889, -20.243580, 2.254201], [-18.485274, -18.996528, 1.416600], [-21.758801, -16.852317, -3.018306], [-21.015259, -17.126424, -3.555185], [-22.247385, -17.659105, -2.855165], [-16.129498, -19.109294, -2.441128], [-16.537584, -18.301537, -2.752934], [-16.345425, -19.760442, -3.108665], [-22.857212, -20.471941, -1.270822], [-22.845226, -19.892269, -0.509205], [-23.285032, -19.958760, -1.956292], [-19.243242, -15.138597, 0.980712], [-19.584204, -15.345410, 1.850885], [-19.802953, -15.631065, 0.380356], [-22.996707, -18.700053, 0.872118], [-23.867440, -18.325015, 1.004015], [-22.481633, -17.985175, 0.498117], [-17.569969, -16.542254, -4.239405], [-18.375182, -16.911231, -4.602328], [-17.697007, -15.594760, -4.287873], [-21.437896, -16.721008, -0.257108], [-21.738467, -16.611540, -1.159277], [-21.856462, -16.006909, 0.223614], [-17.268334, -17.262658, 0.716717], [-17.771412, -16.510674, 1.029218], [-16.892020, -16.971267, -0.113771]],
  "forces_ev_per_angstrom": [[-0.2, -0.1, -0.2], [-0.2, -0.4, 0.4], [0.0, 0.2, -0.4], [0.2, 0.1, 0.0], [-0.2, 0.0, 0.2], [-0.1, 0.2, -0.3], [0.1, -0.4, 0.1], [-0.4, 0.0, 0.2], [0.1, -0.2, 0.0], [0.4, 0.3, -0.2], [-0.5, 0.3, 0.3], [0.6, -0.1, -0.3], [-0.2, -0.4, -0.1], [0.2, 0.0, 0.2], [-0.2, 0.5, -0.3], [0.0, -0.2, -0.1], [0.2, -0.5, -0.8], [0.0, 0.4, 0.8], [-0.2, 0.0, -0.1], [0.4, 0.4, 0.1], [-0.1, 0.0, 0.3], [-0.2, -0.4, -0.4], [-0.4, -0.5, 0.2], [-0.3, -0.1, 0.1], [0.7, 0.4, -0.2], [0.5, 0.0, 0.4], [-0.4, -0.2, -0.2], [0.1, 0.2, 0.1], [0.1, 0.1, 0.8], [0.2, 0.1, -1.0], [-0.2, 0.3, 0.2], [0.3, -0.6, 0.1], [-0.4, 0.5, 0.1], [0.1, 0.0, -0.2]],
  "lowdin_charge": [0.32, -0.07, -0.05, 0.03, -0.03, 0.07, 0.07, -0.09, 0.03, -0.06, -0.05, 0.00, 0.04, -0.08, -0.01, 0.05, -0.07, -0.03, 0.01, -0.04, 0.05, 0.00, -0.04, 0.05, -0.02, -0.06, -0.03, 0.04, -0.08, 0.01, 0.07, -0.08, 0.00, 0.03]
}